The following is a DFT calculation (wB97M-V/def2-TZVPD) of a molecular structure, C43H52BClCsF4N9O3PS at a distorted geometry.

As for the spin multiplicity: 1. The value obtained for the highest occupied orbital energy is -5.549 eV. Its net charge is -1. For the LUMO energy, the calculation gives 1.9194 eV. The calculation puts the calculated total energy at -4032.8200 Ha. The gap between HOMO and LUMO is 7.5 eV. The energy relative to the best compared isomer or geometry (same formula, charge and spin) comes out at 36.5 kcal per mole.

Positions of all 116 atoms, in Å:
Cs (-1.441, 0.447, -0.242)
C (-0.743, -5.135, 3.825)
N (-1.432, -3.849, 3.820)
C (-2.731, -3.803, 4.496)
C (-3.317, -2.501, 3.984)
N (-2.764, -2.479, 2.646)
C (-2.975, -1.339, 1.798)
C (-1.496, -3.058, 2.660)
N (-0.642, -2.805, 1.762)
C (0.689, -3.376, 1.761)
C (1.709, -2.391, 1.187)
N (1.629, -2.210, -0.250)
C (1.850, -3.137, -1.101)
N (1.738, -2.924, -2.472)
C (0.991, -1.776, -2.956)
C (1.641, -4.186, -3.175)
C (2.423, -5.094, -2.245)
N (2.198, -4.488, -0.936)
C (3.091, -4.943, 0.105)
H (-1.198, -5.761, 4.591)
H (0.312, -5.043, 4.065)
H (-0.837, -5.654, 2.867)
H (-2.608, -3.826, 5.578)
H (-3.365, -4.645, 4.195)
H (-2.976, -1.647, 4.583)
H (-4.406, -2.502, 3.961)
H (-4.047, -1.162, 1.698)
H (-2.561, -1.552, 0.815)
H (-2.498, -0.433, 2.208)
H (0.683, -4.273, 1.135)
H (1.041, -3.657, 2.758)
H (2.708, -2.698, 1.517)
H (1.520, -1.421, 1.651)
H (0.912, -1.125, -2.094)
H (-0.012, -2.053, -3.295)
H (1.529, -1.278, -3.765)
H (2.084, -4.119, -4.168)
H (0.598, -4.504, -3.279)
H (3.492, -5.083, -2.496)
H (2.076, -6.127, -2.258)
H (3.070, -6.034, 0.126)
H (2.788, -4.588, 1.084)
H (4.129, -4.628, -0.072)
Cl (1.926, 1.192, -1.185)
C (2.338, 2.706, -1.919)
C (3.666, 3.093, -1.980)
C (3.985, 4.304, -2.577)
C (2.981, 5.107, -3.101)
C (1.653, 4.699, -3.033)
C (1.307, 3.487, -2.445)
P (-0.409, 2.844, -2.244)
C (-0.543, 1.753, -3.717)
C (0.505, 1.448, -4.580)
C (0.303, 0.569, -5.639)
C (-0.938, -0.023, -5.831)
C (-1.990, 0.276, -4.974)
C (-1.793, 1.168, -3.930)
C (-1.337, 4.328, -2.816)
C (-1.660, 4.589, -4.148)
C (-2.327, 5.757, -4.496)
C (-2.668, 6.683, -3.517)
C (-2.346, 6.435, -2.190)
C (-1.693, 5.259, -1.842)
H (4.434, 2.452, -1.560)
H (5.022, 4.620, -2.628)
H (3.230, 6.054, -3.566)
H (0.873, 5.331, -3.440)
H (1.485, 1.886, -4.429)
H (1.129, 0.332, -6.304)
H (-1.082, -0.740, -6.634)
H (-2.949, -0.218, -5.083)
H (-2.614, 1.394, -3.254)
H (-1.390, 3.874, -4.916)
H (-2.580, 5.945, -5.534)
H (-3.201, 7.589, -3.788)
H (-2.633, 7.141, -1.419)
H (-1.474, 5.045, -0.799)
F (-3.977, -1.904, -3.639)
B (-2.880, -2.518, -2.983)
F (-1.997, -3.097, -3.943)
F (-3.325, -3.493, -2.065)
F (-2.154, -1.502, -2.270)
N (1.143, 1.502, 2.411)
C (0.996, 2.152, 3.363)
N (0.959, 2.844, 4.513)
C (-0.086, 2.462, 5.497)
C (-0.055, 3.460, 6.643)
C (-0.404, 4.885, 6.166)
C (0.190, 5.181, 4.770)
C (1.376, 4.270, 4.496)
H (0.124, 1.455, 5.851)
H (-1.066, 2.471, 5.018)
H (0.939, 3.449, 7.097)
H (-0.756, 3.130, 7.410)
H (-0.040, 5.606, 6.902)
H (-1.491, 4.993, 6.118)
H (0.497, 6.225, 4.683)
H (-0.558, 4.983, 4.008)
H (2.147, 4.413, 5.254)
H (1.825, 4.482, 3.530)
O (-2.316, 3.030, 3.112)
C (-3.038, 2.840, 2.134)
N (-2.661, 2.878, 0.832)
S (-3.896, 2.610, -0.160)
O (-3.645, 1.401, -0.923)
O (-4.276, 3.768, -0.922)
C (-5.124, 2.310, 1.086)
C (-6.465, 1.993, 0.977)
C (-7.181, 1.851, 2.159)
C (-6.561, 2.031, 3.397)
C (-5.210, 2.358, 3.480)
C (-4.502, 2.492, 2.303)
H (-6.935, 1.855, 0.008)
H (-8.234, 1.592, 2.119)
H (-7.143, 1.918, 4.305)
H (-4.712, 2.502, 4.433)

=====

The following is a DFT calculation (wB97M-V/def2-TZVPD) of 4 unconnected molecules or ions with the total composition C2H10O4 at a distorted geometry.

As for the spin multiplicity: 1. The structure (SMILES) is C=CO.O.O.O. The value obtained for the highest occupied orbital energy is -9.216 eV. For the LUMO energy, the calculation gives 0.6237 eV. The calculation puts the calculated total energy at -383.1057 Ha. The gap between HOMO and LUMO is 9.8 eV. The energy relative to the best compared isomer or geometry (same formula, charge and spin) comes out at 31.3 kcal per mole.

Positions of all 16 atoms, in Å:
C (-1.986, -2.723, 3.878)
C (-1.289, -3.858, 3.926)
O (-1.345, -4.928, 3.087)
H (-1.390, -1.941, 4.343)
H (-2.705, -2.412, 3.142)
H (-0.521, -4.008, 4.670)
H (-2.122, -4.808, 2.526)
H (-3.341, 2.296, -4.543)
H (-3.205, 0.760, -4.485)
O (-3.199, 1.513, -5.079)
H (4.404, 3.802, 0.055)
H (4.009, 3.364, -1.337)
O (4.717, 3.806, -0.854)
H (3.260, 3.518, -3.191)
H (2.244, 2.454, -3.375)
O (2.468, 3.165, -2.762)

=====

The following is a DFT calculation (wB97M-V/def2-TZVPD) of 2 unconnected molecules or ions with the total composition H4NOPS at a distorted geometry.

As for the spin multiplicity: 1. The structure (SMILES) is [H]/N=P/O.S. The value obtained for the highest occupied orbital energy is -9.780 eV. For the LUMO energy, the calculation gives 0.1055 eV. The calculation puts the calculated total energy at -871.9158 Ha. The gap between HOMO and LUMO is 9.9 eV. The energy relative to the best compared isomer or geometry (same formula, charge and spin) comes out at 35.5 kcal per mole.

Positions of all 8 atoms, in Å:
N (1.738, 0.001, 0.907)
O (1.363, -0.600, -1.470)
P (0.707, -0.772, 0.035)
S (-2.725, 0.960, -0.380)
H (-2.081, -0.308, -0.170)
H (1.394, -0.014, 1.887)
H (2.198, -0.492, -1.768)
H (-2.594, 1.226, 0.959)

=====

The following is a DFT calculation (wB97M-V/def2-TZVPD) of 2 unconnected molecules or ions with the total composition C9H17BrN2 at a distorted geometry.

As for the spin multiplicity: 1. The structure (SMILES) is C/C(Br)=N/NC(C)(C)C.C1=CC1. The value obtained for the highest occupied orbital energy is -8.528 eV. For the LUMO energy, the calculation gives 0.6936 eV. The calculation puts the calculated total energy at -3036.4567 Ha. The gap between HOMO and LUMO is 9.2 eV.

Positions of all 29 atoms, in Å:
C (-1.661, -3.384, 0.077)
C (-2.579, -2.167, 0.091)
C (-1.578, -2.014, 0.843)
C (-2.189, 1.097, 2.152)
C (2.368, 1.123, 0.583)
C (1.574, -0.696, -0.871)
C (2.174, 1.542, -2.028)
C (-1.573, 0.987, 0.808)
C (1.566, 0.822, -0.787)
N (-0.343, 1.089, 0.524)
N (0.198, 1.311, -0.642)
Br (-2.917, 1.282, -0.616)
H (-1.757, -4.230, 0.695)
H (-1.182, -3.545, -0.889)
H (-3.415, -1.746, -0.455)
H (-0.330, 1.194, -1.456)
H (-0.923, -1.164, 1.193)
H (-2.441, 2.092, 2.389)
H (-1.363, 0.700, 2.840)
H (-2.888, 0.379, 2.438)
H (3.274, 0.685, 0.582)
H (2.316, 2.205, 0.827)
H (1.700, 0.506, 1.273)
H (2.008, -1.017, -1.823)
H (0.565, -1.044, -0.798)
H (2.277, -0.962, -0.006)
H (1.625, 1.262, -2.933)
H (2.276, 2.635, -1.945)
H (3.216, 1.056, -2.067)

=====

The following is a DFT calculation (wB97M-V/def2-TZVPD) of a single C5H9NO molecule.

As for the spin multiplicity: 1. The value obtained for the highest occupied orbital energy is -8.385 eV. For the LUMO energy, the calculation gives 0.9888 eV. The calculation puts the calculated total energy at -325.7066 Ha. The gap between HOMO and LUMO is 9.4 eV. The energy relative to the best compared isomer or geometry (same formula, charge and spin) comes out at 144.9 kcal per mole.

Positions of all 16 atoms, in Å:
C (1.316, -1.340, 0.910)
C (-0.024, -1.515, 0.234)
N (-1.259, -0.972, 0.838)
C (-0.734, -0.369, -0.356)
C (0.145, 1.561, -1.767)
C (-0.738, 2.074, -0.678)
O (-0.047, 0.864, -0.206)
H (2.132, -1.546, 0.208)
H (1.406, -2.037, 1.750)
H (1.445, -0.321, 1.284)
H (-0.177, -2.489, -0.227)
H (-1.021, -0.376, 1.629)
H (-1.295, -0.409, -1.286)
H (1.129, 2.016, -1.567)
H (-0.452, 2.910, -0.029)
H (-1.826, 1.949, -0.736)

=====

The following is a DFT calculation (wB97M-V/def2-TZVPD) of 12 unconnected molecules or ions with the total composition C6H36O12 at a distorted geometry.

As for the spin multiplicity: 1. The structure (SMILES) is CC(C)O.CC(C)O.O.O.O.O.O.O.O.O.O.O. The value obtained for the highest occupied orbital energy is -10.138 eV. For the LUMO energy, the calculation gives -0.1227 eV. The calculation puts the calculated total energy at -1153.0045 Ha. The gap between HOMO and LUMO is 10.0 eV. The energy relative to the best compared isomer or geometry (same formula, charge and spin) comes out at 70.5 kcal per mole.

Positions of all 54 atoms, in Å:
O (6.828, -7.093, 18.517)
H (6.727, -7.785, 17.864)
H (7.092, -6.324, 18.013)
O (7.070, -2.195, 20.448)
H (6.786, -2.952, 20.959)
H (7.400, -2.567, 19.630)
O (2.570, -3.686, 24.588)
H (3.172, -4.088, 23.962)
H (2.732, -4.149, 25.409)
O (9.774, 0.589, 22.294)
H (10.610, 0.772, 21.866)
H (9.310, 0.018, 21.681)
O (9.202, -6.816, 22.441)
H (8.618, -6.797, 21.682)
H (8.663, -7.171, 23.148)
O (8.269, -3.490, 16.700)
H (9.171, -3.223, 16.879)
H (8.196, -3.462, 15.746)
O (12.166, -3.007, 18.534)
H (12.506, -2.143, 18.766)
H (12.790, -3.622, 18.920)
O (10.081, -3.104, 24.645)
H (10.256, -3.604, 23.847)
H (9.921, -2.211, 24.338)
O (4.570, 1.427, 21.659)
H (5.057, 2.104, 22.130)
H (5.206, 0.726, 21.522)
O (4.936, -5.810, 21.991)
H (5.025, -6.478, 22.671)
H (5.108, -6.277, 21.173)
C (5.439, 3.723, 14.388)
C (6.416, 3.831, 15.556)
C (6.745, 2.391, 16.068)
O (7.522, 4.524, 15.055)
H (5.224, 4.685, 13.922)
H (4.520, 3.255, 14.738)
H (5.752, 3.044, 13.595)
H (5.996, 4.417, 16.374)
H (5.900, 1.715, 16.197)
H (7.228, 2.330, 17.043)
H (7.409, 1.887, 15.367)
H (7.783, 4.285, 14.163)
C (1.890, -1.809, 16.887)
C (1.237, -0.995, 15.692)
C (0.680, -1.892, 14.620)
O (0.180, -0.117, 16.104)
H (2.387, -2.670, 16.440)
H (1.151, -2.030, 17.658)
H (2.670, -1.300, 17.452)
H (2.034, -0.453, 15.183)
H (1.464, -2.402, 14.060)
H (0.222, -1.312, 13.819)
H (-0.091, -2.531, 15.051)
H (-0.299, -0.622, 16.766)

=====

- highest occupied orbital energy of number 2 (C2H10O4)?
  -9.216 eV

=====

- Which of these has the lowest highest occupied orbital energy?
  C6H36O12